{"formula": "C48H116N12O8", "method": "the ωB97M-V functional and the def2-TZVPD basis", "elements": ["C", "C", "N", "C", "C", "C", "C", "H", "H", "H", "H", "H", "H", "H", "H", "H", "H", "H", "H", "H", "H", "H", "C", "C", "N", "C", "C", "C", "C", "H", "H", "H", "H", "H", "H", "H", "H", "H", "H", "H", "H", "H", "H", "H", "C", "C", "N", "C", "C", "C", "C", "H", "H", "H", "H", "H", "H", "H", "H", "H", "H", "H", "H", "H", "H", "H", "C", "C", "N", "C", "C", "C", "C", "H", "H", "H", "H", "H", "H", "H", "H", "H", "H", "H", "H", "H", "H", "H", "C", "O", "N", "C", "C", "H", "H", "H", "H", "H", "H", "H", "C", "O", "N", "C", "C", "H", "H", "H", "H", "H", "H", "H", "C", "O", "N", "C", "C", "H", "H", "H", "H", "H", "H", "H", "C", "O", "N", "C", "C", "H", "H", "H", "H", "H", "H", "H", "C", "O", "N", "C", "C", "H", "H", "H", "H", "H", "H", "H", "C", "O", "N", "C", "C", "H", "H", "H", "H", "H", "H", "H", "C", "O", "N", "C", "C", "H", "H", "H", "H", "H", "H", "H", "C", "O", "N", "C", "C", "H", "H", "H", "H", "H", "H", "H"], "positions_angstrom": [[2.3155, 1.4242, 1.3285], [3.6935, 0.7452, 1.6426], [4.0172, -0.4796, 0.8873], [5.0516, -1.3312, 1.4748], [5.1428, -2.6621, 0.9337], [4.0130, -0.3295, -0.5923], [5.2961, 0.1393, -1.2697], [2.3054, 1.9625, 0.3808], [2.0749, 2.1690, 2.0872], [1.4873, 0.7165, 1.3651], [4.5103, 1.4637, 1.7111], [3.5482, 0.5715, 2.7088], [6.0393, -0.9024, 1.6440], [4.6710, -1.3955, 2.4942], [5.4520, -2.8101, -0.1010], [5.9964, -3.0303, 1.5028], [4.3745, -3.4345, 0.8977], [3.4152, 0.5450, -0.8491], [3.6315, -1.2767, -0.9737], [5.5471, 1.1392, -0.9158], [5.0658, 0.3953, -2.3039], [6.0965, -0.6006, -1.2793], [-1.1704, 5.8685, 2.4694], [-1.0741, 4.7236, 3.4449], [0.2681, 4.1805, 3.4595], [0.8302, 3.4736, 2.2372], [-0.1121, 2.5737, 1.4679], [1.1731, 4.9648, 4.2629], [2.3604, 4.1689, 4.7172], [-1.2309, 5.4355, 1.4709], [-0.3800, 6.6171, 2.5229], [-2.1366, 6.2896, 2.7476], [-1.2898, 5.1777, 4.4120], [-1.9046, 4.0520, 3.2273], [1.3094, 4.2238, 1.6082], [1.6532, 2.8072, 2.4955], [-0.6030, 1.9099, 2.1797], [-0.9089, 3.1029, 0.9452], [0.4374, 1.8753, 0.8367], [0.7053, 5.2340, 5.2099], [1.3050, 5.9213, 3.7571], [2.0621, 3.4000, 5.4300], [3.1430, 4.7233, 5.2351], [2.9249, 3.7943, 3.8634], [0.1259, -4.3919, -2.7385], [-0.2552, -3.0244, -3.2453], [-1.5840, -2.8673, -3.9610], [-1.7042, -1.4410, -4.0790], [-3.0278, -0.8201, -4.6013], [-1.7946, -3.6636, -5.1571], [-3.2175, -3.9789, -5.6392], [-0.5730, -4.6645, -1.9478], [1.0974, -4.2130, -2.2779], [0.2265, -5.1821, -3.4827], [0.0622, -2.3335, -2.4643], [0.4368, -2.6919, -4.0191], [-1.7802, -1.1347, -3.0357], [-0.9118, -0.9627, -4.6547], [-3.1010, -1.0350, -5.6674], [-3.8515, -1.1063, -3.9472], [-3.0691, 0.2658, -4.5170], [-1.3633, -4.6261, -4.8821], [-1.1462, -3.2467, -5.9277], [-3.5011, -3.4113, -6.5255], [-3.9280, -3.7891, -4.8347], [-3.3645, -5.0210, -5.9230], [-3.2212, 3.2593, -0.8799], [-3.1583, 2.1129, 0.0768], [-3.1044, 2.6198, 1.4835], [-2.9046, 1.4697, 2.4005], [-4.1257, 0.6352, 2.5466], [-4.0851, 3.5640, 1.9938], [-3.4891, 4.6797, 2.9171], [-4.2269, 3.6650, -0.9895], [-2.7972, 2.8480, -1.7959], [-2.5983, 4.1216, -0.6422], [-3.9671, 1.3884, -0.0181], [-2.2174, 1.6235, -0.1747], [-2.4022, 1.6572, 3.3495], [-2.1090, 0.8762, 1.9501], [-4.3749, 0.1114, 1.6238], [-5.0002, 1.1373, 2.9604], [-3.8839, -0.2393, 3.1508], [-4.4620, 4.0950, 1.1197], [-4.8959, 3.1367, 2.5839], [-2.6364, 5.1320, 2.4108], [-4.2452, 5.4442, 3.0955], [-3.1338, 4.3282, 3.8858], [-0.9756, -3.5898, 2.0697], [-1.6304, -2.6619, 1.5326], [-0.7285, -4.8034, 1.5689], [0.0806, -5.7973, 2.1622], [-1.3787, -5.2328, 0.3653], [-0.3873, -3.5016, 2.9961], [0.9724, -5.4572, 2.6886], [0.2898, -6.6131, 1.4702], [-0.6342, -6.2934, 2.8187], [-1.9833, -6.1109, 0.5922], [-1.9401, -4.4281, -0.1095], [-0.5036, -5.5618, -0.1952], [3.4781, 1.3159, -3.2870], [4.3594, 0.4637, -3.1216], [2.2813, 1.2697, -2.7275], [1.4030, 2.4569, -2.7851], [1.9121, 0.1380, -1.8343], [3.7034, 2.2173, -3.8777], [1.8387, 3.2535, -3.3882], [0.9425, 2.6388, -1.8141], [0.4890, 2.4426, -3.3789], [2.6937, -0.6123, -1.7148], [1.6531, 0.4178, -0.8131], [0.9313, -0.3039, -2.0099], [-4.7062, -0.4047, -2.2765], [-4.1755, 0.1503, -3.2363], [-3.9187, -0.6534, -1.2105], [-4.5000, -1.0922, 0.1157], [-2.4593, -0.4716, -1.2148], [-5.7879, -0.6041, -2.2270], [-5.2443, -1.8629, -0.0844], [-5.0768, -0.2809, 0.5595], [-3.7719, -1.4196, 0.8579], [-2.1994, -0.1019, -2.2067], [-2.1637, 0.2189, -0.4249], [-1.9884, -1.4374, -1.0315], [2.0176, -2.5884, -1.7943], [1.0826, -1.9092, -2.2279], [3.2489, -2.4531, -2.3940], [4.5306, -3.0876, -1.9450], [3.3852, -1.7071, -3.6366], [2.1082, -3.2719, -0.9359], [4.9883, -3.6944, -2.7262], [4.4716, -3.8300, -1.1491], [5.2167, -2.2800, -1.6901], [3.6802, -2.2052, -4.5601], [2.5415, -1.0481, -3.8416], [4.1726, -0.9537, -3.6161], [1.6104, -3.1607, 2.7905], [1.3001, -4.2157, 3.2935], [1.6248, -2.7872, 1.5389], [1.8910, -1.3535, 1.3150], [1.1725, -3.6486, 0.4086], [1.8337, -2.3431, 3.4932], [2.6390, -1.1037, 0.5625], [2.1251, -0.7511, 2.1928], [0.9718, -0.8857, 0.9624], [1.7864, -3.4686, -0.4739], [1.3362, -4.7101, 0.5943], [0.1483, -3.4411, 0.0986], [-1.4693, 2.1541, -2.5252], [-0.7119, 1.2584, -2.2506], [-1.2893, 3.4486, -2.1223], [-2.0670, 4.5081, -2.7756], [-0.3211, 3.6768, -0.9857], [-2.4070, 2.0678, -3.0956], [-1.3898, 4.8430, -3.5614], [-2.2963, 5.4247, -2.2321], [-2.9909, 4.2343, -3.2850], [-0.9158, 3.9387, -0.1106], [0.2883, 2.7851, -0.8385], [0.3449, 4.4913, -1.2706], [1.0550, -1.1078, 4.7181], [2.2619, -0.8646, 4.8787], [0.1209, -0.6731, 3.7563], [-1.2384, -0.8887, 3.8801], [0.4850, 0.3734, 2.7578], [0.5772, -1.8160, 5.4126], [-1.7339, -1.2536, 2.9805], [-1.5855, 0.1206, 4.1015], [-1.4870, -1.5473, 4.7123], [-0.0910, 1.2940, 2.6634], [1.5428, 0.5365, 2.9645], [0.5384, -0.0311, 1.7471], [-1.2551, -1.1212, 0.9191], [-1.7263, -0.4747, 1.9048], [-0.4332, -0.5800, 0.0639], [0.1703, -1.3044, -1.0033], [-0.0672, 0.8507, 0.1167], [-1.5972, -2.1359, 0.6631], [1.2489, -1.4040, -0.8816], [0.0158, -0.7835, -1.9483], [-0.1551, -2.3424, -1.0712], [0.8491, 1.0423, -0.4415], [-0.8992, 1.3777, -0.3504], [0.0266, 1.2497, 1.1267]], "forces_ev_per_angstrom": [[3.4, -0.9, -1.8], [-0.6, 0.1, 0.1], [3.8, 2.9, -0.5], [-2.5, 2.6, 1.4], [2.1, -2.9, -1.3], [3.6, 1.9, 2.2], [2.4, -1.3, 4.4], [0.4, 0.2, -0.2], [3.1, -3.7, -2.2], [2.6, 1.1, -1.1], [0.2, 0.4, -0.7], [0.3, -1.1, 0.3], [0.3, 0.4, -0.7], [0.1, -0.4, 0.5], [0.7, 1.2, 0.8], [-0.1, -0.9, 0.1], [-0.8, 0.5, 1.2], [0.4, -0.7, 1.3], [0.8, 0.7, 0.7], [0.6, -0.1, 0.8], [3.4, -0.7, 3.4], [0.6, 0.3, 0.6], [0.4, 1.2, 0.0], [2.7, -0.1, -0.2], [-0.1, -2.3, 0.2], [-2.2, 2.7, 2.3], [-0.4, 8.4, 3.6], [-0.5, -0.1, 0.3], [1.4, 0.2, -0.4], [0.1, 0.4, -0.4], [0.1, -0.2, 0.1], [1.1, 1.7, -0.6], [0.1, -0.4, 0.4], [2.8, -0.9, 0.2], [0.1, 0.2, -0.7], [-2.5, 4.0, 3.0], [-2.1, 3.4, -1.8], [0.5, -1.0, 1.1], [3.2, 7.8, 0.0], [-0.7, 0.1, -0.1], [1.1, 0.3, -0.1], [-0.1, -0.3, -0.5], [-0.3, 0.6, 0.2], [-0.1, -0.6, 0.0], [-0.7, 0.4, 0.0], [-3.8, -3.2, -5.3], [-0.6, -0.2, 1.7], [-2.1, 1.1, 0.3], [2.5, -2.5, -2.9], [1.1, -0.8, 0.6], [-0.2, 0.5, 0.1], [0.0, -0.3, -0.3], [0.1, -0.9, -0.1], [0.0, 0.0, 0.1], [-4.8, -1.7, -1.8], [0.6, -0.4, -0.4], [1.4, -0.2, -1.1], [0.8, 0.0, 0.1], [-0.4, -0.4, -0.3], [1.1, -1.9, -2.7], [1.4, -0.5, -0.9], [0.2, -0.1, -0.2], [0.0, 0.0, -0.7], [-0.1, 0.3, 0.2], [0.0, 0.2, 0.0], [0.4, -0.1, 0.1], [-2.9, -0.3, 0.1], [-0.5, 2.1, 2.2], [0.5, -0.6, 1.3], [0.1, 2.1, -1.0], [-0.2, -1.2, 0.4], [0.3, 1.2, -0.1], [-2.3, -0.7, -1.2], [-0.2, -0.2, -0.1], [-3.7, 0.7, 1.8], [-0.5, -0.4, 0.7], [0.0, 0.2, -0.5], [-1.0, 0.6, 1.0], [-0.5, 1.2, 0.4], [-1.3, 1.4, 0.0], [0.3, 1.5, 1.3], [0.0, 0.0, 0.0], [-0.1, 0.1, 0.6], [-0.5, 0.0, 0.1], [-0.3, -0.5, -0.5], [-3.1, -1.2, -0.2], [-0.3, 0.1, -0.1], [-1.3, 0.0, 0.0], [0.9, -2.2, 2.0], [-2.5, -13.9, 10.9], [-2.0, 1.9, -0.6], [-1.4, -3.7, 0.5], [0.6, -0.4, 0.2], [-1.2, 0.8, -0.4], [-0.9, -1.0, -0.8], [0.0, 0.3, -0.7], [0.4, -0.5, 0.8], [-0.3, 0.1, -0.2], [0.0, -0.2, -0.1], [-0.6, -0.2, -0.9], [0.5, 1.1, -0.5], [-5.1, 3.3, -8.0], [-1.1, 0.0, 0.8], [0.2, -0.2, -1.4], [-0.5, 2.1, -1.9], [-0.3, -0.1, 0.1], [1.1, 0.4, 1.1], [2.4, 0.1, -1.7], [0.6, -1.3, -0.4], [-1.7, 1.5, -1.8], [2.6, -0.1, -1.2], [3.0, 3.7, -2.0], [1.2, 2.0, 1.1], [-4.9, 3.5, 4.5], [-0.7, -1.5, 2.4], [-1.0, -0.2, -2.3], [-2.4, 0.0, -1.0], [0.3, -0.4, 0.2], [0.2, -0.4, 0.1], [-0.1, -0.3, -0.8], [0.1, -0.1, -0.6], [-0.3, 0.2, 1.2], [-1.0, -1.1, -1.1], [-0.8, 0.2, -0.6], [5.1, 1.2, -7.2], [14.4, -6.8, -7.4], [0.4, -1.7, -1.4], [-0.9, -0.3, -1.2], [0.4, 0.3, -1.2], [8.2, 6.1, -12.8], [-0.2, 0.3, -0.6], [-0.8, 0.4, 0.1], [-0.1, -0.3, -0.2], [-0.7, -1.3, 0.2], [-0.3, -0.7, 0.1], [-0.1, -1.5, 0.5], [1.3, 1.8, 1.9], [1.9, 0.6, 2.2], [-0.2, 0.1, -1.8], [-1.7, -1.0, -1.4], [0.5, -1.0, 2.7], [0.7, -0.5, -1.0], [-1.1, -1.7, 0.9], [0.7, -1.9, 0.0], [1.2, -1.8, 0.1], [-9.1, -5.9, 14.7], [-0.1, 0.2, 0.5], [0.7, -0.2, 0.1], [0.5, 1.5, -0.9], [-0.6, -0.4, -0.9], [3.8, -0.4, -1.0], [1.8, 1.0, -1.4], [-1.7, 1.9, -1.8], [0.2, -0.6, -0.5], [-0.2, 0.3, -0.4], [0.2, -0.5, 0.8], [0.1, -0.8, 0.4], [0.5, 0.5, -0.9], [-1.5, 1.0, 1.1], [0.0, 0.2, 0.2], [-0.7, 0.9, 0.0], [-1.7, 0.4, -1.1], [4.5, 0.4, 0.1], [-1.8, -1.3, 4.6], [1.4, -2.8, 3.8], [-0.3, 0.0, -0.1], [0.2, -0.9, 2.5], [-1.1, -0.3, 0.2], [0.4, 0.0, 0.7], [1.7, -3.1, 3.8], [-0.8, 0.5, 1.2], [-1.6, -0.1, 2.7], [0.1, 9.1, -2.6], [1.0, -1.4, -7.9], [1.9, 2.2, 0.1], [-4.6, 1.2, 6.1], [-3.5, -6.1, -3.0], [-0.5, 3.2, -7.2], [-1.9, 2.3, 4.7], [-3.9, 0.3, 1.9], [-1.8, 0.8, 1.7], [-2.1, 0.9, 0.9], [1.2, -0.2, 0.8], [-3.3, -7.5, -1.2]], "lowdin_charge": [-0.094, -0.135, -0.231, -0.235, -0.102, -0.234, -0.039, 0.122, 0.005, 0.016, 0.119, 0.111, 0.124, 0.124, 0.025, 0.095, 0.079, 0.094, 0.079, 0.099, -0.137, 0.078, -0.100, -0.268, -0.147, -0.116, -0.162, -0.276, -0.081, 0.082, 0.089, 0.072, 0.130, 0.045, 0.139, 0.025, 0.060, 0.074, -0.023, 0.112, 0.105, 0.087, 0.072, 0.064, -0.014, -0.202, -0.142, -0.248, -0.094, -0.246, -0.086, 0.059, 0.070, 0.088, -0.060, 0.133, 0.058, 0.125, 0.073, 0.051, 0.071, 0.093, 0.114, 0.060, 0.069, 0.060, -0.105, -0.165, -0.138, -0.245, -0.069, -0.190, -0.125, 0.100, 0.012, 0.074, 0.118, 0.062, 0.117, 0.031, -0.002, 0.078, 0.090, 0.102, 0.096, -0.020, 0.097, 0.080, -0.169, 0.057, -0.219, -0.089, -0.025, 0.147, 0.032, 0.096, 0.108, 0.109, 0.108, 0.076, -0.216, -0.071, -0.012, -0.021, -0.093, 0.157, 0.105, 0.025, 0.085, 0.058, 0.060, 0.050, -0.266, -0.133, -0.081, -0.012, -0.042, 0.156, 0.095, 0.062, 0.089, 0.070, 0.069, 0.112, -0.258, -0.273, -0.099, -0.012, -0.019, 0.034, 0.102, 0.085, 0.064, 0.105, 0.106, 0.061, -0.339, -0.022, 0.034, -0.039, 0.031, 0.105, 0.070, 0.083, 0.056, -0.029, 0.128, 0.092, -0.331, -0.019, -0.209, -0.043, -0.017, 0.162, 0.095, 0.107, 0.113, 0.059, 0.052, 0.126, -0.302, -0.009, -0.071, -0.107, -0.069, 0.140, 0.026, 0.100, 0.105, 0.050, 0.094, 0.030, -0.357, -0.141, -0.109, -0.243, -0.160, -0.056, 0.088, 0.117, 0.134, 0.066, 0.084, -0.021], "total_charge": 0, "gap_ev": 7.08, "e_above_lowest_kj_mol": 7407.69, "e_tot_ev": -85844.608}